# 1
DFT (ωB97M-V with the def2-TZVPD basis set) results for a cluster of 2 separate species, C12H20INO in total at a distorted geometry.

Its total energy is -896.62282 hartree. Its expectation value of S² is 2.014. The calculation puts the frontier orbital gap (spin up / spin down) at 0.2166 / 0.2283 Ha. The value obtained for the HOMO energy (spin up / spin down) is -5.20 / -9.31 eV.

The geometry in ORCA input format:
```
! wB97M-V def2-TZVPD RIJCOSX def2/J DEFGRID3
* xyz 0 3
C -3.605 -0.044 2.847
C -3.954 0.272 1.634
C -1.707 1.533 -0.844
C 3.420 2.468 -0.111
C 3.547 1.158 0.713
C 3.141 -0.187 -0.043
C 1.714 -0.542 0.248
C 1.320 -1.932 -0.498
C -0.215 -2.120 -0.423
C -0.795 -1.358 -1.541
C -2.105 -0.728 -1.275
C -4.425 0.614 0.491
N -2.458 0.409 -0.971
O -1.244 1.990 0.185
I -5.635 -0.779 -0.595
H -4.060 0.201 3.758
H -1.922 2.212 -1.653
H 4.269 3.152 0.065
H 3.571 2.170 -1.163
H 2.541 2.970 0.052
H 2.956 1.284 1.549
H 4.593 0.983 1.119
H 3.403 0.008 -1.131
H 3.743 -1.018 0.239
H 1.345 -0.600 1.281
H 1.044 0.202 -0.410
H 1.767 -1.831 -1.523
H 1.744 -2.797 0.131
H -0.574 -1.707 0.528
H -0.575 -3.155 -0.390
H -1.014 -1.994 -2.390
H -0.093 -0.533 -1.877
H -2.969 -1.390 -1.173
H -2.625 -0.476 3.043
H -4.145 1.561 0.132
*
```



# 2
DFT (ωB97M-V with the def2-TZVPD basis set) results for a structure of composition C2H4NO2P at a distorted geometry.

Its total energy is -625.00067 hartree. The calculation puts the frontier orbital gap at 0.3262 Ha. The value obtained for the HOMO energy is -8.98 eV.

The geometry in ORCA input format:
```
! wB97M-V def2-TZVPD RIJCOSX def2/J DEFGRID3
* xyz 0 1
C -0.737 -0.560 0.080
C -0.761 0.894 -0.310
N 1.641 -0.672 -0.383
O 0.450 -1.265 -0.411
O 1.928 -0.059 0.999
P 1.690 1.026 -0.202
H -0.528 -0.790 1.230
H -1.636 -1.213 -0.150
H -1.100 1.046 -1.252
H -0.948 1.593 0.400
*
```



# 3
DFT (ωB97M-V with the def2-TZVPD basis set) results for a cluster of 2 separate species, C4H8N2O in total.

Its total energy is -341.86222 hartree. The calculation puts the frontier orbital gap at 0.3629 Ha. The value obtained for the HOMO energy is -8.99 eV.

The geometry in ORCA input format:
```
! wB97M-V def2-TZVPD RIJCOSX def2/J DEFGRID3
* xyz 0 1
C -0.029 -1.659 0.841
C -1.638 0.540 -0.919
C -1.771 1.736 -1.909
N -0.776 1.501 -0.919
C 1.182 -0.804 0.534
O 1.471 -0.420 -0.590
N 1.927 -0.437 1.615
H -0.820 -1.030 1.263
H -0.411 -2.072 -0.091
H 0.205 -2.464 1.544
H -1.523 1.566 -2.958
H -2.483 2.530 -1.706
H 0.207 1.620 -0.709
H 1.711 -0.731 2.552
H 2.750 0.122 1.453
*
```



# 4
DFT (ωB97M-V with the def2-TZVPD basis set) results for a structure of composition C4H6N2O at a distorted geometry.

Its total energy is -340.70069 hartree. The calculation puts the frontier orbital gap at 0.3503 Ha. The value obtained for the HOMO energy is -8.75 eV.

The geometry in ORCA input format:
```
! wB97M-V def2-TZVPD RIJCOSX def2/J DEFGRID3
* xyz 0 1
N 1.503 0.522 -1.340
C 0.417 0.071 -0.632
C -0.258 0.888 0.455
N -1.630 0.329 0.419
C -1.074 -0.987 0.532
O -0.939 -1.480 1.639
C -0.150 -1.151 -0.602
H 1.941 1.364 -1.001
H 2.168 -0.189 -1.613
H -0.235 1.986 0.312
H -2.059 0.533 1.319
H 0.065 0.288 1.451
H 0.286 -2.093 -0.905
*
```



# 5
DFT (ωB97M-V with the def2-TZVPD basis set) results for a structure of composition CHF4FeNO3S at a distorted geometry.

Its total energy is -2380.44363 hartree. Its expectation value of S² is 6.011. The calculation puts the frontier orbital gap (spin up / spin down) at 0.3480 / 0.3110 Ha. The value obtained for the HOMO energy (spin up / spin down) is -10.01 / -10.02 eV.

The geometry in ORCA input format:
```
! wB97M-V def2-TZVPD RIJCOSX def2/J DEFGRID3
* xyz 0 5
N -0.059 0.901 1.094
S -0.366 0.758 -0.438
O 0.572 -0.037 -1.300
O -1.098 1.878 -0.999
C -1.768 -0.531 -0.094
F -2.477 -0.256 0.994
F -2.605 -0.452 -1.123
F -1.318 -1.776 -0.038
F 3.929 -0.836 -0.816
Fe 2.300 -0.283 -0.483
O 1.363 0.406 1.134
H 1.527 0.226 2.069
*
```



# 6
DFT (ωB97M-V with the def2-TZVPD basis set) results for a structure of composition C6H8LiNaO6 at a distorted geometry.

Its total energy is -854.72015 hartree. The calculation puts the frontier orbital gap at 0.1920 Ha. The value obtained for the HOMO energy is -6.16 eV.

The geometry in ORCA input format:
```
! wB97M-V def2-TZVPD RIJCOSX def2/J DEFGRID3
* xyz 0 1
O -0.189 0.911 0.594
O 2.893 -0.008 -1.024
C 0.510 0.544 1.752
C 1.966 0.177 1.520
O 2.129 -1.048 0.796
C 2.686 -1.113 -0.491
H -0.017 -0.305 2.225
H 0.517 1.350 2.512
H 2.446 0.030 2.500
H 2.488 0.994 1.002
O -0.759 -0.884 -1.365
C -0.596 -2.276 -1.051
C -1.078 -2.349 0.394
O -1.898 -1.175 0.523
C -1.544 -0.285 -0.418
H -1.222 -2.857 -1.739
H 0.465 -2.527 -1.165
H -0.241 -2.269 1.099
H -1.698 -3.224 0.609
O -2.271 0.667 -0.748
Li -1.799 2.018 0.714
Na 0.925 0.972 -1.397
*
```



# 7
DFT (ωB97M-V with the def2-TZVPD basis set) results for a cluster of 2 separate species, CH3NO4 in total at a distorted geometry.

Its total energy is -395.34500 hartree. The calculation puts the frontier orbital gap at 0.3022 Ha. The value obtained for the HOMO energy is -9.02 eV.

The geometry in ORCA input format:
```
! wB97M-V def2-TZVPD RIJCOSX def2/J DEFGRID3
* xyz 0 1
C -1.983 -0.750 -0.001
N -1.164 -1.590 0.143
O -3.052 -0.284 0.197
O 0.119 -1.684 -0.329
O 1.769 1.018 0.171
O 0.430 0.893 -0.375
H 1.479 1.237 1.098
H 0.142 -0.769 -0.735
H 2.259 1.930 -0.170
*
```



# 8
DFT (ωB97M-V with the def2-TZVPD basis set) results for a structure of composition ClH6N3P at a distorted geometry.

Its total energy is -969.15353 hartree. The calculation puts the frontier orbital gap at 0.3044 Ha. The value obtained for the HOMO energy is -14.46 eV.

The geometry in ORCA input format:
```
! wB97M-V def2-TZVPD RIJCOSX def2/J DEFGRID3
* xyz 1 1
N -0.139 -1.495 0.453
N 0.109 0.863 1.215
N -0.201 0.589 -1.393
P 0.386 -0.052 -0.048
Cl 3.173 0.050 -0.381
H 0.040 -2.227 -0.199
H 0.015 -1.819 1.380
H 0.257 1.825 1.168
H 0.419 0.549 2.177
H -0.789 -0.009 -2.075
H 0.420 1.234 -1.828
*
```



# 9
DFT (ωB97M-V with the def2-TZVPD basis set) results for a cluster of 19 separate species, C21H69BClF7N7O28S in total at a distorted geometry.

Its total energy is -4913.21731 hartree. The calculation puts the frontier orbital gap at 0.2018 Ha. The value obtained for the HOMO energy is -10.54 eV.

The geometry in ORCA input format:
```
! wB97M-V def2-TZVPD RIJCOSX def2/J DEFGRID3
* xyz 1 1
N -0.799 -2.784 -5.365
C 0.040 -1.921 -4.830
N 1.283 -2.394 -4.139
N -0.128 -0.424 -4.839
C -1.430 -0.004 -4.220
C -1.289 1.039 -3.009
C -0.320 0.501 -1.797
C -0.544 1.287 -0.418
C -0.893 0.436 0.927
C -2.403 -0.049 0.679
C -2.710 -1.289 -0.293
O -2.934 -1.268 -1.530
O -2.885 -2.609 0.340
C 0.200 -0.602 1.464
C 0.890 -1.602 0.386
O 0.017 -2.640 -0.130
N 0.538 -3.255 -1.229
O 1.388 -4.042 -0.943
B -0.400 -1.769 2.502
N -1.661 -1.721 3.288
O 0.375 -2.993 2.803
C 1.496 0.032 2.281
C 2.839 0.237 1.432
C 2.813 1.229 0.182
C 4.384 1.547 -0.177
Cl 4.763 3.345 -0.188
C 1.118 1.168 3.341
C 0.650 0.668 4.791
C 1.678 -0.277 5.586
O 1.049 -1.589 5.827
C 2.035 0.273 7.080
F 0.812 0.289 7.836
F 3.011 -0.562 7.735
F 2.576 1.589 7.082
S 2.520 2.372 3.797
O 3.726 1.709 4.383
O 2.033 3.392 4.817
F 3.067 3.280 2.496
N 0.197 2.128 2.633
C -1.066 1.636 2.054
F -1.875 1.193 3.198
N -1.980 2.744 1.577
C -3.247 2.808 2.316
O -4.296 2.217 1.953
F -3.386 3.613 3.508
C -1.356 4.017 1.288
O -1.098 4.876 2.183
F -1.056 4.360 -0.075
H -1.600 -2.253 -5.764
H 1.065 -3.358 -3.845
H 1.346 -1.753 -3.320
H -0.211 -0.207 -5.857
H -2.021 0.549 -5.055
H -2.037 -0.946 -3.985
H -2.292 1.430 -2.620
H -0.732 1.964 -3.441
H 0.753 0.677 -2.210
H -0.462 -0.631 -1.775
H -1.451 1.955 -0.731
H 0.264 2.101 -0.202
H -3.034 -0.283 1.636
H -3.003 0.831 0.204
H -3.742 -2.638 0.842
H 1.397 -1.081 -0.497
H 1.764 -2.202 0.873
H -2.264 -2.515 2.989
H -1.519 -1.755 4.308
H 0.953 -2.810 3.583
H 1.811 -0.871 2.957
H 3.328 -0.748 1.044
H 3.719 0.610 2.100
H 2.380 0.813 -0.791
H 2.342 2.258 0.350
H 5.116 0.986 0.500
H 4.596 1.167 -1.253
H -0.339 0.056 4.786
H 0.411 1.554 5.507
H 2.643 -0.534 4.991
H 1.834 -2.170 6.026
H 0.786 2.486 1.835
H 0.005 2.887 3.343
O -4.993 3.730 -0.404
H -5.089 3.582 0.546
H -4.651 4.633 -0.466
O -4.695 -1.536 2.532
H -4.945 -1.716 3.447
H -5.235 -0.771 2.290
O -5.500 -0.287 -2.612
H -5.703 0.182 -1.792
H -4.591 -0.597 -2.486
O 5.280 1.824 8.056
H 5.538 2.649 7.626
H 4.315 1.824 8.001
O 2.618 -6.855 -0.451
H 2.042 -7.534 -0.070
H 2.037 -6.092 -0.566
O -0.228 -6.616 -2.058
H 0.493 -7.190 -1.764
H 0.038 -5.736 -1.762
O -4.277 1.902 -4.011
H -4.856 1.211 -3.649
H -4.862 2.660 -4.129
O 0.609 1.730 -7.129
H 0.560 2.588 -7.568
H 1.551 1.604 -6.970
O 2.990 -8.834 1.527
H 3.725 -8.304 1.190
H 3.203 -8.962 2.460
O -4.096 6.780 0.561
H -4.291 7.256 1.378
H -3.188 6.473 0.681
O 4.400 0.826 -3.607
H 3.634 1.094 -4.131
H 5.155 1.052 -4.166
O -4.384 -4.248 -1.834
H -4.483 -4.403 -0.887
H -4.046 -3.344 -1.888
O 1.298 -9.480 -2.886
H 0.530 -9.205 -3.405
H 2.050 -9.270 -3.453
O 7.234 3.008 2.368
H 7.139 3.367 3.259
H 6.500 3.401 1.878
O -3.020 -1.555 -6.778
H -2.776 -0.723 -7.203
H -3.984 -1.573 -6.833
O -0.840 3.798 5.457
H -0.538 4.544 5.994
H -1.035 4.195 4.597
O -1.057 4.001 -7.010
H -1.622 3.304 -6.653
H -1.652 4.754 -7.117
O 2.681 3.320 -7.636
H 2.993 4.058 -7.096
H 2.475 3.725 -8.489
*
```



# 10
DFT (ωB97M-V with the def2-TZVPD basis set) results for a structure of composition C3H10N4 at a distorted geometry.

Its total energy is -339.17732 hartree. The calculation puts the frontier orbital gap (spin up / spin down) at 0.3050 / 0.3050 Ha. The value obtained for the HOMO energy (spin up / spin down) is -7.60 / -7.60 eV.

The geometry in ORCA input format:
```
! wB97M-V def2-TZVPD RIJCOSX def2/J DEFGRID3
* xyz 0 1
C -1.670 0.557 -0.698
N 1.020 0.597 -0.442
C -0.562 -0.410 -0.347
N 2.129 -0.289 -0.720
N -0.306 -1.529 -0.942
H 0.948 1.251 -1.217
H 2.475 -0.596 0.187
H 1.668 -1.114 -1.131
H -1.011 -1.792 -1.625
H -1.748 0.680 -1.780
H -1.495 1.528 -0.235
H -2.618 0.168 -0.322
C 0.076 0.054 2.471
N 0.885 0.896 2.406
H 1.191 1.070 0.476
H -0.488 -0.647 3.057
H -0.493 -0.424 0.864
*
```



# 11
DFT (ωB97M-V with the def2-TZVPD basis set) results for the molecule C3H8NOP at a distorted geometry.

Its total energy is -590.30539 hartree. The calculation puts the frontier orbital gap at 0.3836 Ha. The value obtained for the HOMO energy is -9.44 eV. The structure (SMILES) is CC[C@H]1ON1P.

The geometry in ORCA input format:
```
! wB97M-V def2-TZVPD RIJCOSX def2/J DEFGRID3
* xyz 0 1
C -0.324 -0.479 -0.185
C 2.010 0.485 -0.238
C 1.142 -0.568 0.336
N -1.324 0.103 0.562
O -1.311 -1.396 0.089
P -2.662 1.020 -0.037
H -0.395 -0.230 -1.313
H 1.800 1.338 0.234
H 1.838 0.656 -1.257
H 2.994 0.261 -0.211
H 1.342 -0.517 1.380
H 1.567 -1.558 0.117
H -3.450 0.878 1.164
H -3.227 0.008 -0.639
*
```



# 12
DFT (ωB97M-V with the def2-TZVPD basis set) results for a cluster of 2 separate species, C4H12O2 in total at a distorted geometry.

Its total energy is -309.99137 hartree. The calculation puts the frontier orbital gap at 0.3973 Ha. The value obtained for the HOMO energy is -10.05 eV. The structure (SMILES) is CC(C)O.CO.

The geometry in ORCA input format:
```
! wB97M-V def2-TZVPD RIJCOSX def2/J DEFGRID3
* xyz 0 1
C 2.308 -1.669 -0.679
O 1.975 -1.976 0.627
H 1.451 -2.756 0.640
H 3.372 -1.727 -0.642
H 2.062 -0.598 -0.975
H 1.981 -2.386 -1.405
C -1.010 0.814 -0.204
C -0.070 1.991 0.246
C -1.805 0.044 0.863
O -1.910 1.326 -1.297
H -0.448 -0.011 -0.678
H 0.519 2.059 -0.866
H -0.970 -0.656 1.306
H -2.017 0.627 1.710
H -2.690 -0.483 0.658
H -2.825 1.169 -1.056
H 0.556 1.408 0.997
H -0.478 2.825 0.756
*
```